Entry 1:
{"formula": "C20H37N2O3S", "method": "ωB97M-V/def2-TZVPD", "homo_ev": -11.8, "lumo_ha": -0.070, "orbital_gap_ev": 9.867, "total_charge": 1, "elements": ["C", "C", "C", "C", "C", "H", "H", "C", "C", "N", "C", "C", "H", "H", "C", "H", "H", "C", "C", "C", "C", "C", "C", "C", "H", "H", "N", "H", "S", "O", "O", "C", "H", "H", "H", "H", "H", "H", "O", "H", "H", "H", "C", "C", "H", "H", "H", "H", "H", "H", "H", "H", "H", "H", "H", "H", "H", "H", "H", "H", "H", "H", "H"], "coordinates": [[-2.138, 1.157, 7.031], [-1.435, 1.009, 5.688], [-2.299, 0.257, 4.678], [-1.606, 0.109, 3.324], [-2.475, -0.664, 2.334], [-3.465, -0.207, 2.312], [-2.599, -1.691, 2.683], [-1.926, -0.673, 0.904], [-0.622, -1.458, 0.800], [-0.072, -1.461, -0.581], [1.388, -1.736, -0.594], [2.212, -0.603, 0.014], [1.799, 0.347, -0.329], [2.159, -0.622, 1.104], [3.698, -0.685, -0.362], [4.121, -1.603, 0.052], [4.210, 0.152, 0.110], [4.011, -0.673, -1.882], [3.062, 0.244, -2.617], [2.810, 1.526, -2.136], [1.721, 2.237, -2.597], [0.894, 1.683, -3.565], [1.256, 0.497, -4.185], [2.338, -0.218, -3.707], [2.594, -1.171, -4.142], [0.657, 0.107, -4.996], [-0.387, 2.257, -3.746], [-0.809, 2.050, -4.641], [-1.424, 1.790, -2.508], [-2.497, 1.013, -3.049], [-0.650, 1.122, -1.473], [-2.029, 3.349, -1.870], [-2.466, 3.890, -2.699], [-1.187, 3.885, -1.454], [-2.776, 3.148, -1.112], [1.472, 3.198, -2.175], [3.433, 1.946, -1.362], [5.042, -0.313, -2.012], [3.888, -1.976, -2.424], [4.660, -2.497, -2.182], [1.562, -2.671, -0.055], [1.701, -1.873, -1.630], [-0.801, -2.430, -1.444], [-0.760, -2.048, -2.912], [0.257, -1.998, -3.289], [-1.248, -1.088, -3.065], [-1.299, -2.795, -3.487], [-0.361, -3.418, -1.286], [-1.841, -2.461, -1.120], [-0.235, -0.503, -0.972], [0.111, -0.993, 1.456], [-0.766, -2.495, 1.117], [-2.684, -1.101, 0.247], [-1.743, 0.351, 0.575], [-1.390, 1.101, 2.920], [-0.655, -0.406, 3.477], [-2.534, -0.733, 5.073], [-3.242, 0.792, 4.545], [-1.195, 1.998, 5.292], [-0.494, 0.471, 5.829], [-3.068, 1.708, 6.916], [-1.507, 1.692, 7.735], [-2.369, 0.181, 7.451]], "atomic_forces_ev_per_a": [[0.2, 0.0, -0.1], [-0.3, -0.1, 0.1], [0.5, 0.2, -0.1], [-0.4, -0.2, 0.1], [0.3, 0.2, -0.1], [-0.1, -0.1, 0.0], [-0.1, -0.1, 0.0], [0.0, -0.2, 0.1], [-0.4, 0.3, 0.6], [-0.1, 0.3, -0.1], [0.7, 0.1, 0.0], [0.0, -0.1, 0.1], [0.0, 0.0, 0.1], [-0.1, 0.1, 0.0], [-0.2, 0.0, -0.3], [0.1, 0.1, 0.0], [0.0, 0.0, 0.1], [0.3, 0.3, 0.4], [0.1, -0.1, -0.1], [0.0, 0.0, -0.2], [0.2, 0.0, -0.2], [0.8, -0.2, 0.1], [-0.1, 0.3, 0.0], [0.2, 0.0, 0.0], [0.0, -0.1, 0.0], [-0.1, -0.1, -0.1], [-0.4, 0.1, 0.5], [-0.2, 0.0, -0.1], [-0.4, -0.1, 0.3], [-0.3, 0.3, -0.4], [0.0, 0.8, -0.2], [0.3, -0.6, -0.3], [-0.1, 0.1, -0.2], [0.2, 0.1, 0.0], [-0.1, -0.2, 0.1], [0.0, 0.1, 0.1], [0.0, 0.0, 0.2], [-0.1, -0.1, 0.0], [0.0, -0.2, -0.2], [0.0, 0.0, 0.0], [-0.1, 0.0, -0.1], [-0.2, -0.1, 0.1], [-0.4, -0.4, -0.5], [0.1, 0.0, 0.2], [0.1, 0.0, -0.1], [0.0, 0.0, -0.1], [0.0, -0.1, 0.0], [0.0, 0.1, 0.2], [0.1, 0.0, 0.1], [0.1, -0.5, 0.1], [0.1, -0.1, -0.1], [0.1, 0.0, -0.1], [0.0, 0.0, -0.1], [0.0, 0.0, 0.0], [0.1, 0.1, 0.0], [0.1, 0.0, 0.0], [-0.1, -0.1, 0.0], [-0.1, 0.0, 0.0], [0.1, 0.0, 0.0], [0.1, 0.0, -0.1], [-0.1, 0.1, 0.0], [0.0, 0.0, 0.1], [-0.1, -0.1, 0.1]], "lowdin_charge": [-0.113, -0.278, -0.233, -0.224, -0.200, 0.119, 0.121, -0.172, -0.121, -0.106, -0.105, -0.153, 0.104, 0.116, -0.114, 0.125, 0.120, -0.321, -0.175, -0.026, -0.020, -0.327, -0.013, -0.019, 0.123, 0.126, -0.050, 0.124, 0.639, -0.283, -0.326, -0.101, 0.076, 0.069, 0.076, 0.123, 0.130, 0.160, -0.033, 0.113, 0.151, 0.110, -0.155, -0.036, 0.064, 0.056, 0.096, 0.139, 0.125, 0.119, 0.114, 0.150, 0.115, 0.104, 0.120, 0.109, 0.120, 0.118, 0.108, 0.108, 0.073, 0.070, 0.073]}


Entry 2:
{"formula": "C20H38AlBClF4N3O13PS2", "method": "ωB97M-V/def2-TZVPD", "homo_ev": -10.2, "lumo_ha": -0.339, "orbital_gap_ev": 0.926, "total_charge": 1, "elements": ["C", "C", "O", "P", "O", "C", "C", "C", "C", "C", "C", "B", "O", "N", "C", "C", "C", "C", "C", "C", "F", "C", "F", "F", "N", "N", "C", "S", "O", "C", "C", "H", "H", "H", "H", "H", "H", "H", "H", "H", "H", "H", "H", "H", "H", "H", "H", "H", "H", "H", "H", "H", "H", "H", "H", "H", "H", "H", "H", "H", "H", "H", "H", "H", "C", "C", "O", "S", "O", "O", "O", "H", "H", "H", "H", "F", "O", "Cl", "O", "O", "O", "Al", "O", "H"], "coordinates": [[3.377, -2.719, 0.336], [3.754, -1.253, 0.206], [2.528, -0.519, -0.085], [2.773, 1.069, 0.022], [2.750, 1.446, 1.439], [1.413, 1.851, -0.891], [0.353, 2.238, 0.151], [-0.835, 2.955, -0.487], [-1.934, 2.010, -1.003], [-2.021, 0.582, -0.448], [-3.415, 0.099, -1.076], [-3.953, -1.145, -0.207], [-3.921, -0.973, 1.184], [-4.382, -2.369, -0.847], [-5.883, -2.372, -0.831], [-3.934, -3.558, -0.071], [-4.236, 1.384, -0.960], [-5.380, 1.694, -1.955], [-5.667, 0.613, -3.009], [-4.626, 0.482, -4.021], [-3.904, 1.565, -4.346], [-4.421, -0.778, -4.611], [-4.877, -1.171, -5.759], [-3.752, -1.714, -4.002], [-3.281, 2.508, -0.579], [-3.670, 3.868, -0.882], [-4.468, 4.338, -0.074], [-5.751, 4.912, 0.606], [4.199, 1.465, -0.589], [4.178, 1.748, -2.007], [3.941, 0.509, -2.850], [3.167, -3.071, -0.673], [2.517, -2.840, 0.990], [4.206, -3.289, 0.750], [4.472, -1.173, -0.607], [4.184, -0.891, 1.136], [0.998, 1.109, -1.579], [1.723, 2.728, -1.451], [0.090, 1.382, 0.767], [0.838, 2.946, 0.819], [-0.504, 3.612, -1.289], [-1.248, 3.632, 0.271], [-1.811, 1.978, -2.084], [-1.188, 0.105, -0.961], [-1.912, 0.467, 0.627], [-3.079, -0.225, -2.055], [-4.795, -0.676, 1.466], [-6.231, -2.575, -1.845], [-6.293, -3.093, -0.132], [-6.241, -1.354, -0.617], [-2.860, -3.714, -0.124], [-4.395, -4.431, -0.532], [-4.269, -3.514, 0.966], [-4.776, 1.234, -0.013], [-5.270, 2.644, -2.484], [-6.313, 1.799, -1.362], [-6.572, 0.970, -3.579], [-5.946, -0.353, -2.589], [-3.212, 2.396, 0.435], [5.176, 2.102, -2.256], [3.492, 2.539, -2.288], [3.170, -0.141, -2.438], [4.845, -0.098, -2.935], [3.562, 0.867, -3.882], [7.592, -1.899, 4.189], [6.387, -1.099, 3.761], [5.813, -1.867, 2.687], [6.063, -3.429, 2.955], [4.893, -3.977, 3.542], [6.651, -3.986, 1.791], [7.171, -3.273, 4.089], [8.435, -1.751, 3.509], [7.893, -1.656, 5.213], [6.644, -0.101, 3.418], [5.650, -1.030, 4.564], [2.303, 1.815, -4.221], [6.207, -0.456, 8.481], [7.528, -0.928, 8.212], [8.503, -0.174, 8.948], [7.805, -0.793, 6.792], [7.646, -2.323, 8.550], [-7.388, 2.981, -0.299], [-8.200, 2.210, -4.043], [-8.075, 1.895, -4.948]], "atomic_forces_ev_per_a": [[0.1, 0.4, -0.2], [-0.3, -1.3, 0.6], [0.7, 0.9, -1.1], [0.3, -0.2, 1.8], [-0.1, 0.5, 0.3], [-0.5, -0.9, 0.2], [0.8, 0.7, -0.3], [-0.3, -0.3, 0.7], [1.6, 0.7, 0.4], [-0.2, 0.3, -1.5], [1.9, 0.3, 0.8], [0.2, 0.0, -0.1], [-0.3, 0.5, -0.7], [-0.1, -0.4, 1.1], [0.7, 0.8, -1.2], [-0.3, -0.3, -0.5], [-2.3, -1.0, 0.6], [0.5, 0.1, -0.4], [0.8, 0.5, 0.3], [0.4, -1.2, 1.1], [-1.0, 0.3, -1.3], [0.2, 0.6, -0.4], [1.2, 0.4, -0.4], [-1.3, -0.5, 0.4], [0.4, -0.5, -0.3], [0.1, -0.7, 0.9], [-0.6, 0.1, -1.5], [0.8, 0.7, 0.6], [-1.2, -0.1, -0.9], [1.1, -0.2, -1.0], [0.0, -0.3, 0.5], [-0.2, -0.4, 0.1], [-0.1, 0.0, 0.0], [0.0, 0.0, -0.1], [0.0, 0.4, -0.1], [0.0, 0.2, 0.0], [0.2, 0.1, -0.3], [0.1, 0.0, -0.1], [-0.2, 0.0, 0.0], [0.0, -0.1, 0.2], [0.0, 0.0, -0.1], [-0.2, -0.1, 0.1], [-0.8, -0.1, -0.2], [0.0, -0.6, 0.4], [-0.1, 0.2, 0.1], [-0.8, 0.3, -0.5], [0.0, -0.3, 0.6], [-0.2, -0.3, 0.1], [0.0, 0.1, 0.2], [-0.3, -0.2, 0.3], [0.1, 0.3, 0.0], [0.1, -0.1, 0.0], [0.1, 0.0, 0.1], [0.1, 0.2, 0.1], [0.2, 0.0, 0.0], [0.5, -0.5, -0.6], [-0.7, 0.4, 0.1], [0.1, -0.1, -0.1], [0.1, 0.4, 0.1], [0.1, 0.2, 0.3], [-0.2, 0.0, 0.3], [-0.2, 0.1, -0.2], [0.1, 0.1, -0.4], [-0.2, 0.2, 0.3], [0.5, 0.2, -0.1], [-0.2, 0.1, 0.5], [0.3, -0.2, -0.2], [0.4, 0.5, 0.5], [-0.1, -0.3, -0.2], [-0.2, -0.1, -0.2], [-0.4, 0.1, -0.1], [0.0, 0.0, 0.0], [-0.1, -0.5, -0.5], [-0.1, -0.1, -0.2], [0.0, 0.0, 0.0], [0.0, -0.2, 0.0], [0.2, -0.1, -0.1], [-0.5, 0.6, 0.9], [0.0, -0.1, -0.2], [0.2, 0.2, 0.2], [0.1, -0.2, -0.2], [-1.5, 0.1, 0.0], [1.0, -0.5, 0.7], [-0.2, 0.1, 0.0]], "lowdin_charge": [-0.047, -0.258, -0.216, 0.493, -0.245, -0.193, -0.229, -0.121, -0.214, -0.041, -0.083, -0.538, 0.148, -0.097, -0.044, -0.058, -0.176, -0.162, -0.102, -0.194, 0.121, -0.222, 0.239, 0.221, -0.017, 0.168, -0.627, 0.824, -0.165, -0.259, -0.056, 0.080, 0.085, 0.058, 0.111, 0.100, 0.097, 0.095, 0.107, 0.117, 0.129, 0.117, 0.175, 0.144, 0.132, 0.127, 0.114, 0.090, 0.099, 0.074, 0.097, 0.096, 0.090, 0.135, 0.130, -0.119, 0.115, 0.124, 0.191, 0.127, 0.084, 0.066, 0.094, 0.098, -0.152, -0.147, -0.216, 0.580, -0.219, -0.222, -0.171, 0.140, 0.086, 0.140, 0.139, -0.363, -0.291, 0.680, -0.256, -0.283, -0.228, 0.968, -0.338, -0.074]}


Entry 3:
{"formula": "C20H38AlBeBr2Cl2F11KNaO6PS", "method": "ωB97M-V/def2-TZVPD", "homo_ev": -3.3, "lumo_ha": -0.080, "orbital_gap_ev": 1.166, "total_charge": -1, "elements": ["C", "C", "C", "C", "C", "C", "C", "C", "C", "C", "C", "P", "C", "F", "F", "C", "F", "F", "C", "F", "F", "F", "H", "H", "H", "H", "H", "H", "H", "H", "H", "H", "H", "H", "H", "H", "H", "H", "H", "H", "H", "H", "H", "H", "H", "H", "H", "Br", "C", "C", "Br", "H", "H", "H", "H", "C", "O", "H", "H", "H", "O", "S", "O", "O", "O", "Na", "K", "Cl", "Be", "C", "C", "O", "C", "H", "H", "H", "H", "H", "H", "Cl", "F", "Al", "F", "F", "F"], "coordinates": [[0.773, -1.384, 1.906], [0.376, -0.303, 0.732], [-1.030, -0.750, -0.055], [-1.363, 0.247, -1.341], [-2.261, 1.582, -0.886], [-3.865, 1.141, -0.746], [-4.661, 2.183, 0.251], [-6.104, 1.510, 0.647], [-5.924, 0.548, 1.970], [-7.091, -0.605, 1.893], [-6.501, -2.128, 1.647], [-6.211, -2.428, -0.254], [-5.552, -4.191, -0.573], [-4.905, -4.633, 0.718], [-6.679, -5.126, -0.890], [-4.385, -4.303, -1.720], [-3.019, -4.077, -1.195], [-4.446, -5.722, -2.233], [-4.592, -3.331, -3.024], [-3.819, -2.042, -2.880], [-3.923, -4.041, -4.177], [-6.000, -3.129, -3.440], [-0.185, -1.543, 2.591], [1.697, -0.961, 2.493], [1.077, -2.396, 1.364], [0.134, 0.762, 1.194], [1.205, -0.255, -0.116], [-0.852, -1.845, -0.429], [-1.902, -0.648, 0.740], [-0.318, 0.641, -1.715], [-2.002, -0.288, -2.166], [-1.821, 2.036, 0.101], [-2.198, 2.345, -1.801], [-4.309, 1.177, -1.846], [-3.861, 0.024, -0.348], [-4.911, 3.206, -0.303], [-3.941, 2.368, 1.174], [-6.502, 0.879, -0.281], [-6.887, 2.375, 0.892], [-6.027, 1.155, 2.968], [-4.886, -0.027, 1.925], [-7.670, -0.559, 2.933], [-7.892, -0.410, 1.061], [-7.333, -2.864, 2.077], [-5.528, -2.364, 2.289], [-7.552, -2.375, -0.847], [-5.451, -1.371, -0.872], [2.681, 0.325, -3.207], [3.689, 1.857, -2.543], [3.227, 2.258, -1.162], [1.543, 3.238, -1.239], [3.584, 2.654, -3.285], [4.730, 1.523, -2.520], [3.938, 2.951, -0.703], [3.071, 1.408, -0.492], [4.525, 5.589, -1.125], [5.128, 4.683, -1.880], [5.047, 5.911, -0.208], [4.303, 6.566, -1.587], [3.535, 5.328, -0.715], [2.967, -5.440, 3.704], [2.708, -4.084, 4.222], [3.005, -3.092, 3.173], [3.568, -3.833, 5.393], [1.292, -3.972, 4.618], [-0.592, 3.923, -0.601], [0.308, 0.069, 3.572], [-3.292, 5.142, -1.206], [-2.392, -5.257, -2.401], [7.602, 1.572, -1.484], [7.847, 0.162, -1.018], [7.324, -0.272, 0.007], [8.758, -0.696, -1.854], [6.926, 2.074, -0.783], [8.546, 2.123, -1.514], [7.136, 1.561, -2.472], [9.753, -0.247, -1.901], [8.343, -0.808, -2.859], [8.843, -1.688, -1.397], [6.908, 5.501, -2.971], [7.395, -0.745, 3.613], [6.908, 0.978, 3.802], [7.342, 1.547, 5.455], [5.129, 1.129, 3.563], [7.765, 1.982, 2.577]], "atomic_forces_ev_per_a": [[0.4, -1.5, -3.0], [-1.1, -0.4, -0.8], [0.6, 0.6, 0.1], [0.1, 0.7, 1.2], [-0.1, -1.1, -1.5], [1.1, 1.0, 0.0], [-0.6, -0.4, -0.9], [0.8, 0.5, 0.8], [-0.7, -0.7, -1.3], [-0.1, 0.0, 1.0], [-0.7, 0.1, 1.7], [-0.5, -0.6, 1.6], [1.2, -1.1, -0.2], [-2.1, 0.6, -3.0], [2.9, 2.2, 1.2], [-3.4, -0.7, -0.9], [-0.8, -0.1, 0.2], [-0.3, 3.2, 1.4], [1.6, -0.1, -2.9], [-3.3, -4.1, -0.3], [-2.6, 2.6, 3.4], [4.6, -0.2, 1.6], [2.2, -1.2, -2.3], [-1.2, -2.1, -1.7], [-0.6, 2.2, 1.6], [0.8, -1.7, -1.2], [-1.6, 0.1, 2.1], [-0.7, 2.0, 0.9], [1.6, -0.6, -1.6], [-2.2, -1.0, 0.3], [1.6, 0.9, 1.5], [-1.0, -0.8, -1.6], [-0.2, -1.3, 2.2], [0.8, -0.2, 2.4], [-0.2, 2.2, -0.6], [1.2, -2.2, 1.2], [-1.8, -0.2, -1.7], [0.8, 1.3, 1.9], [1.6, -2.0, -0.6], [0.3, -1.2, -2.0], [-2.0, 1.4, 0.2], [1.2, -0.6, -2.3], [1.5, -0.1, 1.5], [1.8, 1.2, -1.5], [-1.9, 0.6, -1.8], [1.0, -0.1, 0.5], [-0.3, -0.8, 0.2], [-0.1, 0.1, 0.0], [-0.1, -0.1, -0.2], [0.9, -0.3, 0.2], [1.7, -0.6, -0.7], [0.1, -0.1, 0.3], [-0.2, 0.2, 0.2], [-0.2, -0.1, -0.1], [0.0, 0.2, -0.2], [-0.2, 3.6, 2.0], [2.1, -1.0, -2.3], [0.4, -0.5, -0.1], [-0.1, -0.3, -0.6], [0.0, -0.9, -0.6], [-0.2, 0.0, -0.3], [0.7, -0.7, 0.4], [-0.1, 0.6, -0.5], [-0.2, 0.3, 0.0], [-1.0, 0.3, 0.1], [-2.8, 1.1, 0.3], [-0.4, 3.4, 4.0], [0.9, -0.4, 0.2], [1.7, -0.6, -0.4], [-0.3, 0.2, 0.3], [-0.9, -0.8, 1.9], [0.7, 0.7, -1.8], [0.1, -0.4, 0.2], [0.2, -0.1, -0.1], [-0.1, 0.0, -0.2], [0.3, 0.1, -0.1], [-0.1, 0.0, -0.2], [0.2, 0.1, -0.1], [0.0, 0.3, -0.1], [-2.3, -0.9, 1.5], [-0.6, 2.4, 0.3], [0.3, -0.7, 0.0], [-0.6, -0.5, -2.0], [1.7, 0.1, 0.2], [-1.1, -1.0, 1.4]], "lowdin_charge": [-0.280, -0.259, -0.189, -0.178, -0.225, -0.207, -0.228, -0.220, -0.207, -0.264, -0.318, 1.095, -0.361, -0.054, -0.034, -0.246, -0.098, -0.072, -0.188, -0.004, -0.040, 0.032, 0.037, 0.051, 0.143, 0.071, 0.118, 0.118, 0.106, 0.076, 0.105, 0.087, 0.099, 0.135, 0.076, 0.056, 0.121, 0.102, 0.130, 0.124, 0.108, 0.128, 0.102, 0.121, 0.118, 0.054, 0.016, 0.648, -0.663, -0.571, 0.838, 0.062, 0.054, 0.056, 0.066, -0.315, -0.349, 0.094, 0.089, 0.067, -0.348, 0.184, -0.358, -0.329, -0.403, 0.099, 0.969, -0.476, 0.457, -0.034, -0.489, 0.083, -0.032, 0.082, 0.088, 0.068, 0.082, 0.077, 0.086, 0.257, -0.262, 0.113, -0.279, -0.288, -0.278]}